(1)
Molecular formula: C23H23ClN2PPm
Method: DFT, ωB97M-V/def2-TZVPD

The geometry in XYZ format:
```
51
Properties=species:S:1:pos:R:3:lowdin_spin:R:1
Pm -1.3722 0.0060 0.9943 4.056
Cl -3.4801 0.7513 -0.0657 -0.023
P 0.7868 0.0305 -0.8996 -0.012
C 1.6352 -1.5524 -1.2231 -0.001
C 3.0355 -1.6799 -1.1798 -0.001
C 3.6363 -2.9046 -1.4723 0.000
C 2.8519 -4.0357 -1.7324 -0.001
C 1.4525 -3.9362 -1.6707 0.000
C 0.8504 -2.7133 -1.3994 0.000
C -0.2069 0.4097 -2.4099 0.001
C -0.8806 1.6449 -2.4536 0.001
C -1.7134 1.9483 -3.5213 0.000
C -1.8909 1.0372 -4.5684 0.000
C -1.2444 -0.2030 -4.5103 0.000
C -0.4117 -0.5189 -3.4425 0.000
C 2.0778 1.3199 -0.8958 -0.002
C 2.1695 2.2152 0.1885 0.000
C 3.1845 3.1638 0.2277 0.000
C 4.1100 3.2504 -0.8280 0.000
C 3.9918 2.3932 -1.9285 0.000
C 2.9711 1.4408 -1.9754 0.000
H -0.7567 2.3679 -1.6364 0.000
H -2.2435 2.9049 -3.5440 0.000
H -2.5178 1.2897 -5.4243 0.000
H -1.3826 -0.9266 -5.3169 0.000
H 0.0920 -1.4864 -3.4054 0.000
H 3.6534 -0.8139 -0.9291 0.000
H 4.7284 -2.9753 -1.4985 0.000
H 3.3262 -4.9850 -1.9819 0.000
H 0.8373 -4.8244 -1.8470 0.000
H -0.2453 -2.6530 -1.3391 0.000
H 1.4406 2.1615 1.0108 0.000
H 3.2761 3.8445 1.0809 0.000
H 4.9131 3.9860 -0.7947 0.000
H 4.6988 2.4584 -2.7646 0.000
H 2.8641 0.7787 -2.8388 0.000
H 1.0306 -1.1581 2.1295 -0.001
H 1.1450 -0.4379 2.3582 -0.001
N -4.9068 -0.1845 6.3079 -0.001
C -4.0260 -0.1389 5.2662 -0.001
C -3.8751 1.0413 4.5025 0.000
C -2.9690 1.0405 3.4478 0.000
N -2.2271 -0.0706 3.1438 -0.012
C -2.3529 -1.2108 3.8942 0.000
C -3.2503 -1.2828 4.9494 -0.001
H -5.4578 0.6371 6.5417 0.000
H -5.0080 -1.0134 6.8614 0.000
H -4.4721 1.9202 4.7067 0.000
H -2.8061 1.8979 2.7929 0.000
H -1.7036 -2.0311 3.5852 0.000
H -3.3582 -2.2030 5.5082 0.000
```

Calculated values
* total charge: +2
* spin multiplicity: 5
* <S²>: 6.01
* E_HOMO (spin up / spin down): -0.52055 / -0.52022 hartree
* Kohn-Sham gap (spin up / spin down): 6.663 / 6.880 eV

***

(2)
Molecular formula: C18H10F6N3O8PdS5Se
Method: DFT, ωB97M-V/def2-TZVPD

The geometry in XYZ format:
```
52
Properties=species:S:1:pos:R:3:lowdin_spin:R:1
Pd 0.7401 -0.1365 2.1161 1.155
F 1.3051 -4.0122 5.3884 0.000
C 1.5514 -4.5696 4.2040 0.003
F 0.5143 -5.3524 3.8838 0.000
F 2.6366 -5.3353 4.3122 0.001
S 1.7743 -3.3003 2.8838 0.007
O 0.5498 -2.5206 2.9334 0.054
O 2.0535 -4.0424 1.6948 0.001
N 2.9371 -2.4898 3.5123 -0.001
S 3.8769 -1.4287 2.8615 0.002
O 3.1827 -0.1964 2.5262 0.015
O 4.8431 -1.9031 1.9221 0.001
C 4.8319 -1.0117 4.3846 0.001
F 5.7266 -0.0629 4.0870 0.000
F 4.0398 -0.5509 5.3529 0.000
F 5.4907 -2.0770 4.8464 0.000
Se -1.1796 0.4385 3.2200 1.482
O 0.8478 0.5822 -0.9892 0.259
C 1.1866 -0.6206 -0.7620 0.017
O 1.3733 -1.1690 0.3418 0.070
C 1.4244 -1.4588 -1.9910 0.018
C 1.7304 -2.8052 -1.8448 0.001
C 1.9502 -3.6242 -2.9538 0.001
C 1.8527 -3.0305 -4.1870 -0.001
O 2.0003 -3.6094 -5.4237 0.000
C 1.9341 -2.5375 -6.3596 0.000
O 1.4876 -1.3755 -5.6762 0.000
C 1.5472 -1.6896 -4.3344 0.000
C 1.3242 -0.8719 -3.2614 0.001
H 1.7913 -3.2123 -0.8463 0.000
H 2.1840 -4.6742 -2.8475 0.000
H 1.2232 -2.7912 -7.1464 0.000
H 2.9318 -2.3584 -6.7759 0.000
H 1.0783 0.1744 -3.3680 0.000
S -3.1491 4.8432 -1.5334 0.013
C -2.1575 3.9215 -0.5846 0.007
S -0.5604 3.4191 -1.0472 0.012
C -0.3323 2.6656 0.5073 0.052
N -1.3621 2.7519 1.2756 0.136
N -2.3807 3.4303 0.6647 0.021
C -3.5636 3.6120 1.4451 0.002
C -3.4228 3.9350 2.7857 0.004
C -4.5553 4.0809 3.5707 0.000
C -5.8154 3.9060 3.0171 0.001
C -5.9411 3.5727 1.6762 0.000
C -4.8151 3.4184 0.8826 0.001
S 1.1539 1.9219 0.9523 0.662
H -2.4329 4.0514 3.2043 0.001
H -4.4498 4.3283 4.6189 0.000
H -6.6987 4.0204 3.6324 0.000
H -6.9213 3.4224 1.2427 0.000
H -4.9019 3.1540 -0.1601 0.000
```

Calculated values
* total charge: -1
* spin multiplicity: 5
* <S²>: 6.03
* E_HOMO (spin up / spin down): -0.20071 / -0.22671 hartree
* Kohn-Sham gap (spin up / spin down): 7.788 / 6.681 eV
* energy relative to the best compared isomer or geometry (same formula, charge and spin): 2.22 kcal per mole

***

(3)
Molecular formula: C26H25FeN3O12P2Si
Method: DFT, ωB97M-V/def2-TZVPD

The geometry in XYZ format:
```
70
Properties=species:S:1:pos:R:3:lowdin_spin:R:1
Fe -0.5986 0.1827 -1.0356 3.754
O -2.0504 3.9546 -2.1992 0.059
C -1.6368 2.8655 -1.5053 0.179
O -1.8914 1.7119 -1.9426 0.157
C -0.9397 3.0717 -0.2990 0.159
C -0.5916 4.3191 0.2857 0.060
C 0.0742 4.3347 1.4734 0.068
C 0.4135 3.1109 2.1196 0.138
C 0.0835 1.9471 1.4766 0.019
N -0.5700 1.8892 0.3092 0.213
C 0.3787 0.5855 2.0435 -0.001
O 0.2809 0.3023 3.2060 -0.002
O 0.6406 -0.2661 1.0424 0.018
H -2.4124 3.6121 -3.0269 0.001
H -0.8570 5.2333 -0.2268 0.002
H 0.3499 5.2777 1.9277 0.002
H 0.9220 3.0761 3.0714 0.008
O -0.7340 -3.2156 -2.4341 0.000
P 0.7067 -2.6253 -2.0954 0.004
O 1.6923 -3.6958 -1.9671 0.003
O 0.5095 -1.6577 -0.8836 0.040
O 1.0294 -1.6463 -3.3366 0.000
P 0.4094 -0.1882 -3.6338 0.005
O -1.1600 -0.5796 -3.1924 0.031
O 0.5075 0.1598 -5.0524 0.004
O 0.8075 0.7593 -2.5226 0.035
H -1.3748 -2.5052 -2.5879 0.000
H -1.7451 0.1591 -3.4157 0.001
N -3.8123 -1.7777 1.0431 0.003
C -2.9698 -0.7704 0.6654 0.004
N -2.9689 0.3567 1.3986 0.004
O -2.2637 -0.9121 -0.3384 0.027
H -4.1408 -1.8065 1.9925 0.000
H -3.5708 -2.6680 0.6368 0.000
H -3.4710 0.4232 2.2638 0.000
H -2.2901 1.0682 1.1549 0.002
C -1.3790 -5.3005 1.9860 0.000
C -0.2863 -5.5468 1.1676 0.000
C 0.5889 -4.5196 0.8363 0.000
C 0.3873 -3.2248 1.3159 0.000
C -0.7104 -2.9952 2.1492 0.000
C -1.5867 -4.0200 2.4810 0.000
Si 1.5155 -1.7721 0.9481 0.001
C 2.4056 -1.6290 2.6708 0.001
C 3.3502 -0.6115 2.8594 0.000
C 4.0381 -0.4509 4.0505 0.000
C 3.8193 -1.3357 5.1008 0.000
C 2.9087 -2.3661 4.9375 0.000
C 2.2117 -2.5025 3.7400 0.000
C 3.1040 -1.7486 -0.0459 0.000
C 3.3506 -0.8411 -1.0754 0.000
C 4.5623 -0.8458 -1.7541 0.000
C 5.5356 -1.7794 -1.4338 0.000
C 5.3053 -2.6915 -0.4132 0.000
C 4.1087 -2.6603 0.2855 0.000
H -2.0609 -6.1026 2.2427 0.000
H -0.1178 -6.5414 0.7734 0.000
H 1.4142 -4.7243 0.1667 0.000
H -0.8647 -2.0071 2.5732 0.000
H -2.4228 -3.8237 3.1442 0.000
H 3.5635 0.0740 2.0427 0.000
H 4.7545 0.3551 4.1597 0.000
H 4.3593 -1.2229 6.0334 0.000
H 2.7353 -3.0677 5.7456 0.000
H 1.4986 -3.3140 3.6478 0.000
H 2.5899 -0.1276 -1.3693 0.000
H 4.7326 -0.1298 -2.5487 0.000
H 6.4717 -1.7987 -1.9793 0.000
H 6.0625 -3.4224 -0.1559 0.000
H 3.9611 -3.3511 1.1092 0.000
```

Calculated values
* total charge: -1
* spin multiplicity: 6
* <S²>: 8.77
* E_HOMO (spin up / spin down): -0.13466 / -0.20681 hartree
* Kohn-Sham gap (spin up / spin down): 5.895 / 7.847 eV
* energy relative to the best compared isomer or geometry (same formula, charge and spin): 0.00 kcal per mole

***

(4)
Molecular formula: C34H96F6N8O14S2
Method: DFT, ωB97M-V/def2-TZVPD

The geometry in XYZ format:
```
160
Properties=species:S:1:pos:R:3:lowdin_charge:R:1
C -11.8753 0.4047 3.7420 -0.053
C -10.4665 0.7522 3.4019 -0.312
C -10.0512 1.9288 4.3097 -0.171
O -8.7478 2.4117 4.0403 -0.176
C -8.4400 3.5602 4.7979 -0.096
N -9.5291 -0.4111 3.4870 0.240
H -9.3825 -0.6051 4.4672 0.172
H -9.7877 -1.2980 3.0789 0.177
H -8.5764 -0.2023 3.2247 0.171
H -12.5369 1.2569 3.5866 0.109
H -12.0864 0.1958 4.7908 0.103
H -12.3343 -0.4379 3.2248 0.100
H -10.5258 0.8392 2.3169 0.159
H -10.0791 1.5793 5.3418 0.145
H -10.8318 2.6754 4.1634 0.144
H -8.4596 3.4417 5.8812 0.099
H -9.1277 4.3535 4.5048 0.095
H -7.4865 4.0155 4.5301 0.094
C -8.2969 -2.4725 -5.3000 -0.010
C -8.7922 -1.1168 -4.7797 -0.306
C -7.9299 -0.5585 -3.6775 -0.168
O -8.4618 0.7190 -3.1609 -0.194
C -7.5231 1.5161 -2.3966 -0.082
N -8.7845 -0.1145 -5.9283 0.243
H -9.3256 -0.3837 -6.7375 0.173
H -9.1040 0.8152 -5.6969 0.168
H -7.8692 -0.0011 -6.3401 0.167
H -8.2826 -3.2333 -4.5195 0.108
H -7.3134 -2.2825 -5.7299 0.092
H -9.0151 -2.7251 -6.0801 0.097
H -9.8015 -1.1914 -4.3750 0.166
H -6.8854 -0.4257 -3.9593 0.133
H -7.8831 -1.2849 -2.8663 0.142
H -6.6748 1.9621 -2.9157 0.088
H -7.1359 1.0349 -1.4985 0.089
H -8.1963 2.2684 -1.9855 0.093
C -0.6519 4.8637 7.4740 -0.025
C -0.6043 6.1238 8.3541 -0.273
C -1.5769 6.1026 9.5442 -0.152
O -1.2721 7.1748 10.4589 -0.195
C -2.1758 7.2254 11.5177 -0.101
N 0.8374 6.3112 8.8687 0.224
H 1.5134 6.3497 8.1193 0.166
H 0.8459 7.1938 9.3596 0.160
H 1.1135 5.5220 9.4353 0.170
H -0.0498 4.9737 6.5720 0.088
H -1.6867 4.8253 7.1339 0.095
H -0.4057 3.9132 7.9472 0.098
H -0.5668 7.0848 7.8411 0.157
H -1.4432 5.1841 10.1155 0.140
H -2.5870 6.2610 9.1665 0.146
H -3.2303 7.3950 11.3003 0.098
H -1.8927 8.0349 12.1905 0.108
H -2.1405 6.2637 12.0294 0.096
C 12.1188 5.6951 -3.3669 -0.010
C 11.4334 4.4228 -2.8253 -0.290
C 9.9308 4.5094 -2.8224 -0.191
O 9.2192 3.3247 -2.4173 -0.185
C 7.8601 3.5751 -2.2567 -0.111
N 11.8530 3.2712 -3.7445 0.245
H 11.7753 2.3959 -3.2467 0.166
H 11.1959 3.2569 -4.5114 0.170
H 12.8276 3.3232 -4.0045 0.170
H 11.9607 6.5007 -2.6498 0.103
H 11.5874 6.0271 -4.2587 0.098
H 13.1922 5.6006 -3.5315 0.101
H 11.7822 4.1575 -1.8273 0.162
H 9.5210 4.8246 -3.7821 0.141
H 9.7826 5.3114 -2.0993 0.144
H 7.4153 3.8606 -3.2100 0.098
H 7.7468 4.2690 -1.4238 0.099
H 7.3467 2.6753 -1.9177 0.093
C 1.7846 -4.7591 -5.8373 -0.021
C 1.1182 -3.4181 -6.1890 -0.274
C 2.1711 -2.3039 -6.3206 -0.196
O 3.0642 -2.6716 -7.3181 -0.165
C 3.7315 -1.6018 -7.8781 -0.109
N 0.2402 -3.6121 -7.4342 0.249
H -0.4583 -4.3024 -7.1987 0.167
H -0.1789 -2.7534 -7.7614 0.167
H 0.7918 -3.9719 -8.1999 0.168
H 2.4175 -5.0703 -6.6684 0.094
H 1.0118 -5.4878 -5.5928 0.096
H 2.5547 -4.6726 -5.0707 0.111
H 0.4296 -3.2646 -5.3581 0.154
H 2.5579 -2.1504 -5.3132 0.147
H 1.7640 -1.3613 -6.6866 0.120
H 4.3914 -1.9585 -8.6689 0.108
H 4.4087 -1.0687 -7.2108 0.096
H 3.0640 -0.8275 -8.2564 0.090
C -3.9399 -11.6408 0.6355 -0.038
C -3.8732 -10.2046 1.1180 -0.274
C -3.7554 -10.1576 2.6860 -0.126
O -3.4295 -8.8680 3.2653 -0.161
C -4.4282 -7.9692 3.1221 -0.166
N -2.7804 -9.3891 0.3832 0.251
H -1.8152 -9.5957 0.5971 0.179
H -2.9086 -9.5383 -0.6075 0.162
H -2.8593 -8.4047 0.5950 0.159
H -4.7627 -12.1781 1.1069 0.105
H -3.1201 -12.3352 0.8191 0.105
H -4.1816 -11.6108 -0.4269 0.089
H -4.7582 -9.6740 0.7667 0.141
H -3.0654 -10.8496 3.1688 0.145
H -4.7038 -10.4903 3.1077 0.137
H -3.9450 -7.0808 3.5286 0.108
H -5.2380 -8.1285 3.8341 0.099
H -4.8701 -7.7813 2.1436 0.085
C 10.1143 -3.0755 3.5207 -0.009
C 9.4786 -1.6584 3.2055 -0.240
C 10.5343 -0.5983 3.5017 -0.148
O 9.9927 0.7113 3.0662 -0.229
C 10.5155 1.8320 3.7730 -0.087
N 8.9058 -1.6413 1.7489 0.236
H 8.0001 -2.0814 1.8274 0.166
H 8.6826 -0.7368 1.3589 0.150
H 9.4771 -2.0639 1.0312 0.167
H 9.4509 -3.8965 3.2488 0.089
H 10.2983 -3.1481 4.5927 0.102
H 11.0036 -3.3259 2.9422 0.094
H 8.5665 -1.4193 3.7522 0.154
H 11.5334 -0.7234 3.0844 0.140
H 10.6588 -0.6111 4.5845 0.137
H 11.5991 1.7875 3.6636 0.089
H 10.4785 1.6086 4.8392 0.089
H 10.0576 2.7728 3.4676 0.097
C -1.3227 9.1069 -6.1381 -0.045
C -0.9332 7.6367 -6.0513 -0.235
C -0.9530 7.0619 -4.6076 -0.183
O -0.1474 5.9326 -4.6709 -0.197
C -0.2712 5.1079 -3.5314 -0.087
N -1.9231 6.9526 -7.1024 0.240
H -2.9075 7.0150 -6.8849 0.163
H -1.9682 7.3233 -8.0409 0.162
H -1.7032 5.9699 -7.1804 0.157
H -2.2547 9.2880 -5.6027 0.100
H -1.2670 9.3639 -7.1959 0.098
H -0.5429 9.6588 -5.6132 0.105
H 0.0648 7.7333 -6.4789 0.158
H -1.9278 6.8525 -4.1672 0.137
H -0.3298 7.7169 -3.9986 0.149
H 0.2546 4.1566 -3.6129 0.098
H -1.3350 4.9375 -3.3659 0.086
H 0.0850 5.5776 -2.6145 0.095
C 4.4367 -8.7820 2.9784 -0.646
F 3.6276 -7.7794 3.3147 0.103
F 5.6235 -8.5512 3.5938 0.090
F 3.9098 -9.9168 3.5027 0.104
S 4.7101 -8.8141 1.1159 0.497
O 5.2720 -7.4945 0.7982 -0.390
O 5.6562 -9.9819 0.8823 -0.378
O 3.4101 -8.9662 0.4754 -0.381
C -0.1720 -1.6352 1.4683 -0.666
F -0.2080 -2.5107 2.4697 0.124
F -0.2635 -0.4521 1.9833 0.146
F 0.9615 -1.7153 0.7252 0.102
S -1.8098 -1.9894 0.4114 0.490
O -1.8187 -3.4572 0.1284 -0.399
O -2.9784 -1.5346 1.2262 -0.404
O -1.7274 -1.1809 -0.7802 -0.394
```

Calculated values
* total charge: +6
* E_HOMO: -0.47418 hartree
* Kohn-Sham gap: 4.010 eV
* energy relative to the best compared isomer or geometry (same formula, charge and spin): 0.00 kcal per mole

***

> Which value of total charge does entry 1 give?

+2